Here is a structure of composition C23H21GeN7OPdS at a distorted geometry from OMol25. Energies are from ωB97M-V with the def2-TZVPD basis set.

```
55
Properties=species:S:1:pos:R:3:forces:R:3
Pd 0.050 -0.109 0.211 -0.2 1.3 -0.8
C 1.595 4.020 0.027 0.1 0.4 0.0
C 1.308 2.574 -0.047 -0.7 -0.1 -0.1
N 0.133 2.034 -0.100 0.8 -0.7 0.0
N -1.047 2.698 -0.098 -0.6 1.1 0.0
C -2.205 2.012 -0.110 0.4 0.0 0.1
N -3.363 2.625 -0.139 0.0 0.2 0.0
S -2.202 0.265 -0.115 0.3 -0.4 0.4
C 2.422 1.602 -0.082 0.9 0.0 0.0
C 3.757 2.013 -0.091 -0.7 0.0 0.0
C 4.773 1.066 -0.140 0.1 -0.3 0.0
C 4.442 -0.277 -0.210 -0.2 0.2 -0.1
C 3.092 -0.622 -0.194 0.5 -0.3 0.0
N 2.125 0.279 -0.119 -0.7 -0.2 0.4
H 0.708 4.646 0.065 0.0 0.0 0.0
H 2.188 4.333 -0.836 0.0 0.0 -0.1
H 2.195 4.243 0.912 0.0 0.0 0.1
H -1.052 3.723 -0.120 0.0 -0.4 0.0
H -3.460 3.635 -0.190 0.1 -0.1 0.0
H -4.240 2.113 -0.126 0.2 -0.1 0.0
H 4.007 3.064 -0.076 0.0 0.0 0.0
H 5.810 1.380 -0.132 0.0 0.0 0.0
H 5.199 -1.044 -0.283 0.0 0.0 0.0
H 2.790 -1.666 -0.244 0.0 0.2 0.0
Ge -0.327 -2.558 0.102 -1.3 -1.8 -0.8
C -1.998 -3.207 -0.886 1.4 1.1 1.2
C -1.722 -3.894 -2.062 0.2 -0.6 -0.3
C -2.734 -4.656 -2.639 0.6 0.2 -0.1
C -4.015 -4.588 -2.123 -0.6 -0.4 -0.6
C -4.289 -3.901 -0.949 0.3 0.7 0.4
C -3.282 -3.145 -0.358 -0.7 -0.3 0.3
C -0.121 -3.372 1.950 1.0 0.3 -1.5
C 1.067 -3.983 2.260 -0.9 0.5 -0.6
C 1.368 -4.375 3.671 0.7 -0.5 0.2
C 0.157 -4.513 4.528 -0.7 0.2 0.2
C -1.021 -3.948 4.146 -0.3 -0.4 0.6
C -1.148 -3.297 2.907 0.4 -0.5 0.6
H 0.824 -3.208 -0.699 0.2 0.3 0.2
H -0.733 -3.909 -2.505 0.0 0.0 0.0
H -2.498 -5.276 -3.498 -0.2 0.2 0.0
H -4.842 -5.011 -2.697 0.3 -0.2 0.3
H -5.278 -3.911 -0.513 -0.1 0.0 -0.1
H -3.525 -2.548 0.512 0.1 0.0 0.1
H 1.857 -4.110 1.528 0.1 0.1 0.0
H 2.075 -5.209 3.769 -0.3 -0.1 -0.1
H 0.268 -5.024 5.474 0.0 0.1 0.2
H -1.873 -3.995 4.810 0.0 0.0 0.1
H -2.074 -2.787 2.681 -0.1 0.1 0.0
O 0.637 0.460 2.286 0.8 -0.5 0.3
N 1.012 -0.537 2.937 -1.0 -1.7 -0.2
C 2.044 -0.692 3.718 0.6 2.4 0.1
C 2.188 -2.021 4.146 -0.8 -2.8 -0.6
N 2.053 -3.179 4.152 0.2 2.5 0.2
C 2.999 0.333 3.987 -0.4 -0.5 0.0
N 3.754 1.185 4.067 0.6 0.7 0.1
```
Positions in Å, forces in eV/Å.

## Properties
Total charge: +4
Energy relative to the best compared isomer or geometry (same formula, charge and spin), kJ/mol: 342.36
Maximum force, eV/A: 3.02
HOMO (alpha / beta), eV: -19.199 / -19.616

Mulliken atomic charge list, values in e, 5 entries: 0.01 -1.55 0.40 0.24 -0.31

Here is a structure of composition C26H39AuBGeN2O5 at a distorted geometry from OMol25. Energies are from ωB97M-V with the def2-TZVPD basis set.

```
75
Properties=species:S:1:pos:R:3:forces:R:3
Au -0.236 0.118 -0.961 -0.1 0.7 0.0
C -4.240 3.986 -0.187 -0.1 0.7 0.0
N -3.884 2.615 -0.471 0.5 -0.4 -0.1
C -5.020 1.737 -0.684 -0.4 -0.5 -0.1
C -2.656 2.158 -0.646 -0.1 0.6 0.2
O -2.437 0.949 -0.872 0.6 -0.7 -0.3
C -1.502 3.163 -0.560 -0.3 0.4 0.1
O -0.290 2.521 -0.896 0.0 -0.6 -0.1
C 0.898 3.155 -0.468 0.3 0.3 0.2
C 2.070 2.185 -0.616 0.0 0.4 0.3
O 1.901 1.048 -1.110 -0.5 -0.6 -0.4
N 3.262 2.589 -0.217 -0.4 -0.3 -0.2
C 3.558 3.898 0.320 0.0 0.7 0.1
C 4.424 1.748 -0.431 0.4 -0.5 -0.2
H -5.113 3.988 0.465 0.1 0.0 0.0
H -4.520 4.514 -1.102 0.1 0.0 0.0
H -3.446 4.533 0.313 0.0 0.0 0.0
H -5.715 1.822 0.151 0.1 0.0 0.0
H -4.680 0.709 -0.778 -0.1 0.1 0.0
H -5.543 2.035 -1.596 0.0 0.0 0.0
H -1.454 3.567 0.463 0.0 0.0 -0.2
H -1.694 3.987 -1.262 0.1 -0.1 0.2
H 0.806 3.449 0.586 0.0 0.0 -0.2
H 1.092 4.046 -1.079 0.0 -0.1 0.1
H 2.724 4.315 0.877 0.0 0.0 0.0
H 3.844 4.596 -0.469 0.0 0.0 0.0
H 4.406 3.811 0.995 -0.1 0.0 0.0
H 4.106 0.754 -0.739 0.1 0.1 0.0
H 5.005 1.686 0.488 -0.1 0.0 0.0
H 5.060 2.180 -1.206 0.0 0.0 0.0
C -1.078 -0.009 3.860 0.1 -0.2 -0.3
C 0.098 -0.708 3.194 0.0 0.2 0.4
C 0.399 -2.027 3.876 -0.1 0.2 -0.3
O -0.318 -1.004 1.788 -0.6 -0.6 0.1
B 0.218 -0.049 1.054 0.1 -0.5 0.2
O 1.061 0.795 1.611 0.4 0.9 -0.2
C 1.340 0.233 2.963 0.2 -0.3 0.4
C 1.482 1.394 3.928 -0.2 -0.2 -0.3
C 2.651 -0.531 2.833 -0.3 0.2 -0.1
H -1.950 -0.657 3.823 0.0 -0.1 0.0
H -1.328 0.923 3.359 0.0 0.2 0.0
H -0.843 0.188 4.900 0.0 0.1 0.2
H -0.529 -2.567 4.045 0.0 0.0 0.0
H 0.864 -1.841 4.839 0.1 0.0 0.2
H 1.058 -2.649 3.278 0.1 0.0 0.0
H 0.610 2.039 3.916 -0.1 0.0 0.1
H 2.351 1.982 3.647 0.1 0.1 0.0
H 1.631 1.020 4.936 0.0 0.0 0.2
H 2.562 -1.346 2.116 0.0 -0.1 0.0
H 2.951 -0.926 3.800 0.1 -0.1 0.0
H 3.425 0.145 2.478 0.1 0.1 0.0
Ge -0.248 -2.380 -0.894 0.4 -0.9 -1.2
C -1.935 -2.864 -1.864 2.2 0.7 1.5
C -2.226 -2.381 -3.126 -1.2 0.2 -1.7
C -3.467 -2.658 -3.680 1.3 0.8 -0.3
C -4.369 -3.433 -2.968 -0.9 -0.2 -0.7
C -4.057 -3.933 -1.715 1.0 -0.4 1.7
C -2.814 -3.667 -1.154 -1.6 -0.9 0.0
C 1.360 -2.876 -2.004 -2.3 0.6 1.6
C 1.554 -2.376 -3.278 0.8 0.3 -1.5
C 2.746 -2.649 -3.934 -1.0 0.6 -0.1
C 3.699 -3.435 -3.307 0.6 -0.1 -0.6
C 3.485 -3.954 -2.041 -0.7 -0.4 1.3
C 2.291 -3.693 -1.381 1.3 -0.7 0.0
H -0.199 -3.205 0.385 0.0 0.3 0.1
H -1.515 -1.787 -3.687 0.0 0.0 0.0
H -3.710 -2.282 -4.663 -0.1 0.0 0.0
H -5.325 -3.679 -3.414 0.0 0.0 0.0
H -4.760 -4.544 -1.163 -0.1 0.0 -0.1
H -2.559 -4.069 -0.180 0.0 0.0 -0.1
H 0.804 -1.771 -3.772 0.0 0.0 0.0
H 2.910 -2.260 -4.928 0.1 0.0 0.0
H 4.618 -3.673 -3.830 0.0 0.0 0.0
H 4.226 -4.578 -1.559 0.1 0.0 -0.1
H 2.109 -4.118 -0.400 0.0 0.0 0.0
```
Positions in Å, forces in eV/Å.

## Properties
Total charge: +3
2S+1: 3
Energy relative to the best compared isomer or geometry (same formula, charge and spin), kJ/mol: 101.25
Maximum force, eV/A: 2.86
HOMO (alpha / beta), eV: -17.364 / -16.772

Mulliken atomic charge list, values in e, 5 entries: -0.23 -0.91 0.10 -1.00 0.74